Version one
C23H26N2O2 | wB97M-V/def2-TZVPD

The geometry in ORCA input format:
```
! wB97M-V def2-TZVPD RIJCOSX def2/J DEFGRID3
* xyz 0 1
C -4.82 -0.98 -1.70
C -3.62 -1.04 -0.80
C -2.56 -1.87 -1.11
C -1.43 -1.95 -0.29
C -0.31 -2.78 -0.58
C 0.78 -2.82 0.22
C 2.02 -3.60 -0.10
C 2.98 -2.73 -0.93
N 3.26 -1.48 -0.26
C 2.50 -0.38 -0.52
O 1.76 -0.32 -1.48
C 2.69 0.76 0.46
C 3.31 2.00 -0.20
C 2.38 2.65 -1.23
C 1.11 3.12 -0.60
C -0.04 2.34 -0.65
C -1.21 2.76 -0.05
C -1.24 3.97 0.63
C -0.10 4.76 0.69
C 1.06 4.33 0.08
C 0.84 -1.99 1.42
O 1.79 -1.95 2.20
N -0.26 -1.21 1.66
C -1.37 -1.14 0.86
C -2.44 -0.31 1.17
C -3.56 -0.25 0.36
C -4.69 0.67 0.71
H -4.71 -1.67 -2.54
H -4.96 0.02 -2.09
H -5.72 -1.25 -1.15
H -2.60 -2.49 -2.00
H -0.34 -3.38 -1.48
H 1.77 -4.50 -0.67
H 2.51 -3.89 0.83
H 2.52 -2.48 -1.89
H 3.92 -3.26 -1.10
H 3.66 -1.56 0.66
H 1.71 1.03 0.84
H 3.31 0.44 1.30
H 4.25 1.71 -0.69
H 3.55 2.72 0.58
H 2.15 1.91 -2.01
H 2.91 3.49 -1.69
H -0.01 1.39 -1.17
H -2.09 2.15 -0.10
H -2.16 4.30 1.10
H -0.13 5.70 1.21
H 1.95 4.95 0.13
H -0.22 -0.62 2.48
H -2.39 0.31 2.06
H -4.87 1.38 -0.10
H -4.48 1.22 1.62
H -5.61 0.10 0.85
*
```

Calculated values
Molecular weight in g/mol: 362.47
Frontier orbital gap in eV: 8.48
SMILES: Cc1cc2cc(CCNC(=O)CCCc3ccccc3)c(=O)[nH]c2cc1C
LUMO energy in eV: 0.38
Highest occupied orbital energy in eV: -8.1


Version two
C23H26N2O2 | wB97M-V/def2-TZVPD

The geometry in ORCA input format:
```
! wB97M-V def2-TZVPD RIJCOSX def2/J DEFGRID3
* xyz 0 1
C -0.50 -3.23 1.88
N -0.96 -2.18 2.76
C -1.13 -2.67 4.12
C -2.04 -1.36 2.25
C -1.73 0.10 1.90
C -2.94 0.91 1.44
C -2.37 2.14 0.76
C -1.05 1.72 0.16
N -0.62 0.49 0.88
C 0.23 -0.40 -0.38
C 0.38 0.23 -1.68
C 1.50 1.09 -2.08
O 2.51 1.43 -1.50
C 1.11 1.64 -3.41
C 1.81 2.53 -4.21
C 1.21 2.98 -5.38
C -0.07 2.51 -5.75
C -0.76 1.60 -4.95
C -0.16 1.18 -3.77
C -0.67 0.28 -2.70
O -1.81 -0.21 -2.61
C 1.53 -0.57 0.37
C 2.22 0.46 1.02
C 3.37 0.13 1.76
C 3.75 -1.21 1.89
C 3.06 -2.21 1.20
C 1.96 -1.88 0.42
H -0.43 -2.86 0.85
H 0.50 -3.54 2.20
H -1.15 -4.13 1.89
H -1.48 -1.86 4.76
H -1.86 -3.50 4.18
H -0.17 -3.05 4.50
H -2.59 -1.85 1.44
H -2.74 -1.23 3.09
H -1.38 0.56 2.85
H -3.56 0.30 0.77
H -3.57 1.15 2.30
H -3.00 2.49 -0.06
H -2.21 3.01 1.42
H -1.26 1.45 -0.89
H -0.23 2.45 0.18
H 0.18 0.80 1.54
H -0.38 -1.31 -0.53
H 2.81 2.81 -3.89
H 1.74 3.69 -6.00
H -0.52 2.87 -6.66
H -1.72 1.18 -5.21
H 1.90 1.51 0.98
H 3.94 0.93 2.25
H 4.59 -1.46 2.52
H 3.36 -3.26 1.26
H 1.38 -2.63 -0.14
*
```

Calculated values
Molecular weight in g/mol: 362.47
Frontier orbital gap in eV: 7.90
SMILES: CN(C)C[C@@H]1CCC[N@@H+]1[C@@H](C1=C([O-])c2ccccc2C1=O)c1ccccc1
LUMO energy in eV: 0.39
Highest occupied orbital energy in eV: -7.5


Preferred: version one; penalty for the next structure: 0.1786 hartree.


Version one
CH3OS | wB97M-V/def2-TZVPD

The geometry in ORCA input format:
```
! wB97M-V def2-TZVPD RIJCOSX def2/J DEFGRID3
* xyz -1 1
S -0.81 -0.86 1.21
H -1.97 -0.34 0.79
O 0.02 1.04 -1.18
C 0.61 0.26 -0.43
H 0.94 -0.73 -0.80
H 1.21 0.64 0.40
*
```

Calculated values
Molecular weight in g/mol: 63.10
Frontier orbital gap in eV: 7.54
LUMO energy in eV: 4.53
Highest occupied orbital energy in eV: -3.0


Version two
CH3OS | wB97M-V/def2-TZVPD

The geometry in ORCA input format:
```
! wB97M-V def2-TZVPD RIJCOSX def2/J DEFGRID3
* xyz -1 1
S -1.25 -0.82 -1.42
H -2.44 -0.61 -1.95
O 2.07 0.79 1.77
C 0.92 0.91 1.42
H 0.30 1.80 1.29
H 0.33 0.04 1.05
*
```

Calculated values
Molecular weight in g/mol: 63.10
Frontier orbital gap in eV: 6.58
LUMO energy in eV: 3.95
Highest occupied orbital energy in eV: -2.6


Preferred: version one; penalty for the next structure: 0.0034 hartree.


Version one
H5P3S | wB97M-V/def2-TZVPD

The geometry in ORCA input format:
```
! wB97M-V def2-TZVPD RIJCOSX def2/J DEFGRID3
* xyz 0 1
P -0.45 2.01 -0.93
P -0.39 -0.20 -1.10
P 0.88 -0.92 0.85
S -1.88 -1.01 -2.25
H -0.66 1.83 -2.30
H -1.72 1.64 -0.63
H 1.06 -0.27 -1.66
H 1.29 -2.00 0.18
H -0.01 -1.68 1.51
*
```

Calculated values
Molecular weight in g/mol: 130.03
Frontier orbital gap in eV: 7.91
SMILES: P[PH](P)=S
LUMO energy in eV: -0.73
Highest occupied orbital energy in eV: -8.6


Version two
H5P3S | wB97M-V/def2-TZVPD

The geometry in ORCA input format:
```
! wB97M-V def2-TZVPD RIJCOSX def2/J DEFGRID3
* xyz 0 1
P 1.76 0.63 -2.10
P 0.61 0.48 -0.40
P -1.63 0.16 -0.10
S -3.24 0.78 -0.92
H 1.52 -0.74 -2.59
H 0.67 -0.21 0.87
H 0.76 1.72 0.07
H -1.65 0.47 1.33
H -1.20 -1.33 0.02
*
```

Calculated values
Molecular weight in g/mol: 130.03
Frontier orbital gap in eV: 7.98
SMILES: P=[PH2][PH2]=S
LUMO energy in eV: -0.15
Highest occupied orbital energy in eV: -8.1


Preferred: version one; penalty for the next structure: 0.0248 hartree.


Version one
C18H14O7 | wB97M-V/def2-TZVPD

The geometry in ORCA input format:
```
! wB97M-V def2-TZVPD RIJCOSX def2/J DEFGRID3
* xyz 0 1
C 2.96 3.61 0.72
C 3.60 2.83 -0.57
H 4.68 3.09 -0.69
H 2.99 3.11 -1.52
O 3.22 1.27 -0.61
C 4.00 0.65 0.33
O 4.94 1.07 1.00
C 3.67 -0.66 0.21
C 4.25 -1.69 0.90
C 3.58 -2.91 0.71
C 2.46 -2.26 -0.07
O 2.50 -1.04 -0.43
C 1.40 -3.39 -0.81
H 1.43 -4.16 -0.34
H 1.41 -3.16 -1.92
O 0.07 -2.70 -0.13
C -0.51 -2.08 -1.06
O -0.25 -1.74 -2.17
C -1.69 -1.26 -0.58
C -2.34 -0.18 -0.91
C -3.54 0.35 -0.57
C -4.19 1.63 -0.79
C -5.21 2.15 -0.30
C -5.85 1.41 0.89
C -5.24 0.37 0.96
C -4.00 -0.30 0.59
O -3.57 -1.65 1.09
C -2.42 -1.91 0.56
O -2.20 -3.16 1.19
H -5.64 -0.38 2.10
H -6.67 1.87 1.12
H -5.68 2.92 -0.85
H -3.58 2.08 -1.76
H -1.83 0.13 -1.88
H 3.69 -3.93 1.08
H 5.23 -1.44 1.63
H 3.47 3.31 1.36
H 1.85 3.43 1.03
H 3.04 4.72 0.50
*
```

Calculated values
Molecular weight in g/mol: 342.30
Frontier orbital gap in eV: 7.89
LUMO energy in eV: -0.92
Highest occupied orbital energy in eV: -8.8


Version two
C18H14O7 | wB97M-V/def2-TZVPD

The geometry in ORCA input format:
```
! wB97M-V def2-TZVPD RIJCOSX def2/J DEFGRID3
* xyz 0 1
C 1.29 3.86 1.30
C 2.72 3.43 1.02
O 2.73 2.03 0.75
C 3.72 1.56 -0.02
O 4.60 2.25 -0.50
C 3.61 0.12 -0.23
C 4.39 -0.72 -1.00
C 3.82 -2.00 -0.87
C 2.75 -1.86 -0.04
C 1.75 -2.85 0.47
O 0.46 -2.28 0.62
C -0.08 -1.75 -0.47
O 0.45 -1.73 -1.55
C -1.40 -1.12 -0.20
C -1.82 -0.13 -1.02
C -3.07 0.52 -0.79
C -3.56 1.57 -1.59
C -4.77 2.15 -1.30
C -5.52 1.70 -0.21
C -5.07 0.67 0.58
C -3.84 0.07 0.30
O -3.43 -0.94 1.08
C -2.24 -1.60 0.90
O -2.00 -2.52 1.64
O 2.62 -0.58 0.35
H 1.27 4.92 1.54
H 0.90 3.29 2.14
H 0.66 3.68 0.44
H 3.37 3.62 1.88
H 3.14 3.96 0.15
H 5.24 -0.43 -1.58
H 4.16 -2.90 -1.34
H 2.02 -3.21 1.47
H 1.71 -3.70 -0.22
H -1.19 0.19 -1.84
H -2.97 1.91 -2.42
H -5.15 2.96 -1.91
H -6.47 2.16 0.01
H -5.63 0.31 1.43
*
```

Calculated values
Molecular weight in g/mol: 342.30
Frontier orbital gap in eV: 8.14
SMILES: CCOC(=O)c1ccc(COC(=O)c2cc3ccccc3oc2=O)o1
LUMO energy in eV: -0.64
Highest occupied orbital energy in eV: -8.8


Preferred: version two; penalty for the next structure: 0.5810 hartree.